[1]
Here is C7H10 as an isolated structure from OMol25. Energies are from ωB97M-V with the def2-TZVPD basis set.

The relative energy (zero: lowest compared OMol25 entry of this formula, charge and spin) comes out at 632.5 kJ/mol. As for the orbital gap: 8.045 eV. The calculation puts the HOMO energy at -7.541 eV. The value obtained for the LUMO energy is 0.5 eV. The max |F| is 0.014 hartree/bohr.

```
17
C7H10, DFT ωB97M-V with the def2-TZVPD basis set
C 0.22557 1.82039 -0.02021
C -1.18251 1.33981 -0.01044
C -0.22949 0.82502 -1.06047
C -0.12069 -0.64885 -0.74929
C 1.13665 -1.20319 -0.03749
C 0.25615 -1.44388 1.20156
C -0.97664 -0.82592 0.52462
H 0.39859 2.83002 -0.39937
H 0.89397 1.55212 0.79389
H -2.02483 1.99444 -0.22511
H -0.24951 1.15847 -2.09839
H -0.50670 -1.28134 -1.55440
H 1.94528 -0.48270 0.12087
H 1.54875 -2.10109 -0.50519
H -0.10861 -2.48629 1.19608
H 0.66093 -1.28172 2.20696
H -1.66691 0.23470 0.61637
```

***

[2]
Here is a 8-piece molecular cluster, C8H30O8 overall in a non-equilibrium geometry from OMol25. Energies are from ωB97M-V with the def2-TZVPD basis set.

The relative energy (zero: lowest compared OMol25 entry of this formula, charge and spin) comes out at 86.8 kJ/mol. As for the orbital gap: 3.841 eV. The calculation puts the HOMO energy at 0.765 eV. Its total charge is -2. The value obtained for the LUMO energy is 4.6 eV. The max |F| is 0.061 hartree/bohr.

```
46
C8H30O8, DFT ωB97M-V with the def2-TZVPD basis set
C 0.73388 10.36047 -1.94423
O 1.45827 9.69181 -0.95381
H 1.15585 10.25254 -2.94343
H -0.30108 10.02704 -2.02036
H 0.63484 11.43739 -1.80814
C -2.88304 8.75928 -0.66624
O -2.39954 7.50852 -0.16698
H -2.15187 9.56416 -0.59090
H -3.08046 8.74728 -1.73815
H -3.77026 9.16944 -0.18385
C 4.24698 6.45335 0.15741
O 3.28120 7.42188 -0.21257
H 3.89321 5.86447 1.00367
H 4.35164 5.87909 -0.76312
H 5.18317 6.89577 0.49787
H 3.72270 8.00731 -0.83221
C -0.69376 11.11605 1.66220
O -1.02856 9.77091 1.93196
H 0.29672 11.25309 1.22830
H -1.44162 11.49488 0.96557
H -0.70342 11.67089 2.60037
H -1.94207 9.70538 2.21969
C -2.07219 11.67403 -4.73792
O -2.83092 11.19320 -5.85981
H -1.12645 11.14242 -4.63276
H -1.88403 12.73643 -4.89283
H -2.62718 11.57910 -3.80461
H -3.57010 10.65602 -5.56545
C -1.57389 13.62584 -1.61877
O -2.75097 14.46367 -1.64420
H -0.86888 13.92892 -0.84469
H -1.65657 12.55074 -1.45930
H -1.00006 13.71824 -2.54088
H -3.40966 13.93558 -2.10120
C 5.10877 9.33929 -1.63200
O 3.97718 8.94860 -2.37977
H 4.81689 9.96164 -0.78608
H 5.64522 8.46897 -1.25404
H 5.78672 9.89809 -2.27715
H 3.22564 9.50706 -2.16787
C 2.70407 13.02555 0.11514
O 3.20495 12.01980 -0.68679
H 1.71858 13.27750 -0.27657
H 2.57171 12.59021 1.10563
H 3.31224 13.92944 0.14995
H 2.61650 11.27011 -0.80205
```

***

[3]
Here is C3H5BiO3 as an isolated structure in a non-equilibrium geometry from OMol25. Energies are from ωB97M-V with the def2-TZVPD basis set.

The relative energy (zero: lowest compared OMol25 entry of this formula, charge and spin) comes out at 374.7 kJ/mol. As for the orbital gap (spin up / spin down): 6.806 / 6.805 eV. The calculation puts the HOMO energy (spin up / spin down) at -19.615 / -19.614 eV. Its total charge is +2. The value obtained for the LUMO energy (spin up / spin down) is -12.8 / -12.8 eV. The max |F| is 0.196 hartree/bohr.

```
12
C3H5BiO3, DFT ωB97M-V with the def2-TZVPD basis set
H -0.22659 2.39075 0.18912
O -0.10450 0.67603 0.76303
C 1.30356 0.05863 0.42772
C -1.03669 -0.39843 0.50972
O 2.12974 0.95384 0.19593
O 0.96904 -0.62314 -0.68696
C -0.32801 -1.23644 -0.56145
Bi 1.44717 2.62529 -0.71699
H -2.01786 -0.02318 0.20743
H -1.12543 -0.93754 1.45914
H -0.82533 -1.20941 -1.53561
H -0.18510 -2.27641 -0.25110
```

***

[4]
Here is a 2-piece molecular cluster, C8H13FNO2S3 overall in a non-equilibrium geometry from OMol25. Energies are from ωB97M-V with the def2-TZVPD basis set.

The relative energy (zero: lowest compared OMol25 entry of this formula, charge and spin) comes out at 0.0 kJ/mol. As for the orbital gap: 6.089 eV. The calculation puts the HOMO energy at -3.246 eV. Its total charge is -1. The value obtained for the LUMO energy is 2.8 eV. The max |F| is 0.026 hartree/bohr.

```
28
C8H13FNO2S3, DFT ωB97M-V with the def2-TZVPD basis set
F -3.23121 -0.16620 -6.70111
S -2.62758 -0.88145 -5.35046
C -1.32026 0.25435 -5.07516
C -0.42629 0.13375 -4.09067
O -3.67102 -0.76671 -4.37571
O -2.15658 -2.15848 -5.78220
H -1.30265 1.05240 -5.81893
H 0.35383 0.89324 -4.04495
H -0.47383 -0.68176 -3.37265
C 0.83025 -0.99384 3.73357
C 0.43157 -1.47351 2.33637
C 1.04719 -0.58305 1.25861
N 0.69494 0.80249 1.52777
C 0.42666 1.66562 0.48757
S 0.03683 1.03753 -1.01299
S 0.44227 3.32791 0.75780
C 1.24864 1.29013 2.78348
C 0.62021 0.50609 3.92521
H 0.25670 -1.55190 4.47794
H 1.89070 -1.22852 3.88648
H 0.76299 -2.50587 2.16509
H -0.66152 -1.44997 2.21879
H 2.14711 -0.69368 1.28889
H 0.68295 -0.87658 0.26167
H 2.33835 1.12028 2.79030
H 1.05314 2.36418 2.89503
H -0.45164 0.73248 3.95819
H 1.05824 0.83107 4.87209
```

***

no.,E_tot (Eh)
1,-272.4771
2,-924.4439
3,-556.7204
4,-1812.3329